Density functional theory data (the ωB97M-V functional and the def2-TZVPD basis) for a molecular structure, C30H75CrN4O11.

```
121
Properties=species:S:1:pos:R:3:forces:R:3
Cr -24.440470 15.626030 -4.930380 -1.9 -1.5 0.3
C -28.528820 15.015560 -4.066680 0.3 0.0 -1.0
C -27.117790 15.512260 -4.441460 -2.3 -1.9 -0.3
O -26.470040 16.130750 -3.623660 2.0 2.9 3.3
O -26.521900 15.126610 -5.453860 0.0 -1.2 -2.5
H -29.084910 14.689730 -4.945710 0.1 0.2 -0.1
H -29.144560 15.717300 -3.504070 0.4 0.0 0.1
H -28.380370 14.099390 -3.495100 0.0 0.0 0.3
C -26.756350 18.288470 -0.267580 1.6 0.3 0.0
C -28.057570 18.099460 -0.955580 -0.4 -0.7 -1.1
C -28.281500 18.988930 -2.177070 0.3 1.1 0.3
O -28.223130 16.755980 -1.372110 -0.7 -0.9 0.7
H -26.501190 17.439510 0.366650 -0.5 0.1 0.4
H -26.750010 19.220420 0.297690 0.1 -0.1 0.2
H -25.904080 18.333430 -0.945600 0.0 0.2 -0.4
H -28.774010 18.232690 -0.144980 -0.7 0.2 -0.4
H -27.578800 18.854400 -2.999400 0.4 -0.7 0.2
H -28.067120 20.021700 -1.902290 -0.5 0.3 0.1
H -29.249690 18.914300 -2.672200 -0.1 0.0 0.5
H -27.658410 16.531480 -2.115270 0.5 0.4 -0.3
C -30.541440 17.343580 -6.675360 0.3 1.3 0.2
C -29.509610 18.278490 -5.930420 -0.1 1.2 -1.5
C -28.501580 18.938090 -6.961390 -0.7 -0.7 0.8
O -30.149640 19.373550 -5.239000 1.2 -0.7 -1.0
H -31.239390 17.977320 -7.222480 0.0 0.3 0.0
H -31.190520 16.769250 -6.014340 0.5 -0.3 0.1
H -30.073000 16.748120 -7.459000 0.2 -0.4 0.4
H -28.913070 17.705600 -5.220470 0.1 -0.2 0.1
H -27.730020 19.518030 -6.454960 0.0 -0.2 0.3
H -28.964350 19.647540 -7.647420 -0.4 -0.3 0.0
H -28.033220 18.132040 -7.526210 0.1 0.1 -0.1
H -30.954860 18.988780 -4.885180 -1.1 -0.2 0.6
C -23.950850 16.373770 -1.367600 1.5 -1.2 0.1
C -23.310860 15.001990 -1.983900 -1.4 1.9 0.7
C -23.133950 13.947280 -0.945190 -0.1 -2.0 1.2
O -22.633900 12.709480 -1.520910 0.5 1.0 -0.5
C -22.621920 11.602920 -0.642790 -0.8 -0.3 0.8
N -24.251430 14.512460 -2.995920 0.3 0.3 -1.2
H -23.313570 16.641370 -0.524760 0.0 0.3 -0.1
H -24.964200 16.336290 -0.967820 0.0 -1.0 -0.1
H -24.018490 17.229660 -2.039160 0.5 -0.2 -0.4
H -22.320390 15.112370 -2.425360 -0.1 0.6 -0.3
H -24.093390 13.673470 -0.506320 -0.4 0.3 0.2
H -22.483390 14.234300 -0.119060 0.2 0.3 -0.1
H -22.312240 11.807150 0.382150 0.5 0.6 0.0
H -22.005100 10.771780 -0.984610 0.0 0.4 -0.5
H -23.636150 11.232550 -0.493550 -0.3 -0.2 -0.3
H -25.201640 14.590170 -2.662500 -0.3 0.5 0.3
H -24.119130 13.511470 -3.020860 0.3 -0.5 -0.8
C -34.353710 19.648440 -7.460850 -0.1 -0.4 -0.4
O -34.376570 19.059540 -6.195880 0.2 0.4 1.8
C -33.798860 19.871160 -5.150910 -0.3 0.7 -0.4
C -33.579390 19.094940 -3.890550 0.9 -0.5 0.1
N -32.363030 18.216270 -4.035260 -1.0 0.7 0.4
C -31.741260 17.698000 -2.799320 -0.2 -0.7 -0.7
C -32.634100 16.704770 -2.107360 -0.9 -0.7 1.3
O -32.692350 15.493550 -2.823340 0.7 -0.7 -1.3
C -33.306810 14.368590 -2.206870 0.1 0.5 -0.7
H -34.921400 18.998940 -8.127160 0.4 -0.4 -0.1
H -33.303400 19.709700 -7.745810 -0.1 0.4 -0.6
H -34.905770 20.582990 -7.560480 0.3 0.5 0.5
H -34.408130 20.734960 -4.884950 -0.9 -0.1 -0.2
H -32.882580 20.401710 -5.409830 0.5 -0.6 -0.7
H -34.479110 18.505950 -3.712480 -0.1 -0.1 0.3
H -33.428610 19.798230 -3.071550 0.0 0.0 0.0
H -32.801960 17.434370 -4.500090 0.7 -0.6 -0.3
H -31.318330 18.438690 -2.120630 -0.7 0.5 -0.1
H -30.841690 17.166370 -3.109540 0.1 -0.2 -0.1
H -33.663980 17.048100 -2.009490 -0.2 0.6 0.0
H -32.335460 16.499560 -1.079350 0.5 0.0 0.2
H -33.361650 13.524210 -2.893980 0.5 0.2 -0.5
H -34.366190 14.581540 -2.063820 0.0 0.1 1.0
H -32.679260 14.026370 -1.383970 -0.6 0.2 0.6
C -30.100690 11.887760 -4.917440 1.1 -0.3 0.0
O -29.476520 11.242270 -3.797280 0.3 0.5 -1.3
C -30.298610 11.136390 -2.692930 -0.2 0.9 1.6
C -29.640890 10.201930 -1.663930 -1.3 0.0 -1.9
N -29.930020 8.878370 -2.180900 -0.5 0.2 0.5
C -29.445990 7.911430 -1.278490 0.5 -2.7 0.1
C -29.754360 6.422150 -1.633570 0.1 0.4 -0.3
O -28.921720 5.933210 -2.708030 -0.4 -1.0 0.2
C -29.044440 4.507560 -3.032010 0.0 0.7 0.1
H -29.239600 12.192560 -5.512180 -0.2 -0.2 -0.5
H -30.649760 12.810160 -4.728270 -0.1 0.0 0.7
H -30.753380 11.193790 -5.447060 0.0 0.0 -0.1
H -31.298730 10.830710 -3.000220 -0.1 -0.6 0.2
H -30.445720 12.120920 -2.248920 0.1 0.5 0.2
H -30.082880 10.319810 -0.674560 -0.2 0.0 0.0
H -28.572000 10.396520 -1.576050 0.3 0.3 0.0
H -29.629170 8.745160 -3.135800 0.3 0.0 0.1
H -29.850050 8.069090 -0.278490 -0.4 0.1 0.0
H -28.369720 7.969430 -1.116130 0.6 0.0 -0.1
H -30.804020 6.303950 -1.902560 -0.2 0.2 -0.2
H -29.636220 5.862770 -0.705540 0.4 -0.4 0.0
H -30.033870 4.159870 -3.329060 -0.5 0.6 0.1
H -28.747870 3.831110 -2.230410 0.2 0.3 0.4
H -28.410120 4.287340 -3.890640 0.2 0.4 0.1
C -25.189510 17.369130 -7.766550 -0.8 0.4 -0.1
O -24.652020 16.247710 -7.070460 1.3 0.5 1.6
C -24.042800 15.276940 -7.882320 1.0 -0.6 -0.4
C -23.169220 14.254680 -7.088270 -0.6 0.8 0.1
N -23.895410 13.703060 -5.926310 0.1 1.0 0.0
C -24.790120 12.653910 -6.365950 -1.4 -0.8 -1.4
C -25.725070 12.043740 -5.357070 1.2 0.4 1.0
O -24.935720 11.789530 -4.169050 -0.1 -0.3 -2.8
C -25.742390 11.488530 -3.105660 -0.2 0.3 2.1
H -26.158640 17.078650 -8.172140 -0.1 0.1 0.2
H -24.617710 17.751290 -8.612190 0.7 -0.5 0.1
H -25.282350 18.200650 -7.067940 -0.2 -0.3 0.1
H -23.308860 15.766090 -8.522750 -0.2 0.1 -0.4
H -24.847650 14.853850 -8.483420 0.3 -0.5 -0.1
H -22.276680 14.738860 -6.692000 0.0 0.4 -0.1
H -22.789840 13.521480 -7.800030 -0.3 -0.3 0.0
H -23.283610 13.207140 -5.293970 0.6 0.2 0.2
H -24.142650 11.947040 -6.884810 -0.1 -0.7 0.3
H -25.490820 12.950630 -7.146370 0.2 0.8 -0.2
H -26.203410 11.154780 -5.768230 0.3 -0.4 0.1
H -26.546080 12.718560 -5.114870 0.1 0.3 0.1
H -26.748370 11.118400 -3.303410 0.1 -0.3 -0.4
H -25.860090 12.434320 -2.576770 -0.5 0.0 0.7
H -25.184210 10.812100 -2.458370 -0.3 -0.1 0.1
```
Positions in Å, forces in eV/Å.

Values from the calculation:
total charge	+1
LUMO (spin up / spin down)	-3.27 / -3.35	eV
⟨S²⟩	6.013
2S+1	5
HOMO energy (spin up / spin down)	-0.379 / -0.379	Ha
molecular weight	719.94	g/mol